No. 1
{"formula": "C19H28N2O5", "method": "wB97M-V/def2-TZVPD", "symbols": ["C", "C", "H", "H", "O", "C", "O", "C", "C", "H", "H", "C", "N", "C", "O", "C", "H", "C", "N", "C", "O", "C", "C", "C", "C", "C", "C", "H", "H", "O", "C", "C", "H", "H", "H", "C", "H", "H", "H", "H", "H", "H", "H", "H", "H", "H", "H", "H", "H", "H", "H", "H", "H", "H"], "xyz": [[-2.6710, -3.3303, -4.5639], [-2.2340, -4.0528, -3.2975], [-3.1036, -4.2818, -2.6729], [-1.6923, -4.9706, -3.5340], [-1.3152, -3.2647, -2.5377], [-1.8242, -2.3313, -1.7350], [-3.0088, -2.1319, -1.6064], [-0.7406, -1.5681, -1.0168], [-0.5142, -0.1764, -1.6312], [0.1756, 0.3611, -0.9789], [-0.0468, -0.2788, -2.6126], [-1.8047, 0.6426, -1.7928], [-2.6612, 0.5539, -0.6368], [-2.7264, 1.4972, 0.3152], [-2.1301, 2.5584, 0.2474], [-3.6076, 1.1148, 1.4997], [-4.5447, 1.6698, 1.4400], [-2.8929, 1.4486, 2.8246], [-1.4509, 1.3602, 2.7039], [-0.8487, 0.2442, 2.2307], [-1.4155, -0.8341, 2.1475], [0.5783, 0.4191, 1.8447], [1.4707, -0.6307, 2.0562], [2.7868, -0.5192, 1.6740], [3.2505, 0.6411, 1.0441], [2.3525, 1.6779, 0.8007], [1.0329, 1.5651, 1.2023], [0.3477, 2.3661, 0.9610], [2.6618, 2.5797, 0.2961], [4.5667, 0.6380, 0.7267], [5.1562, 1.7401, 0.0474], [4.8361, 1.6932, -1.4469], [3.7620, 1.7122, -1.6158], [5.2864, 2.5445, -1.9499], [5.2341, 0.7768, -1.8760], [6.6583, 1.6342, 0.2913], [7.1742, 2.4580, -0.1934], [7.0296, 0.6944, -0.1081], [6.8656, 1.6622, 1.3577], [4.7896, 2.6811, 0.4822], [3.4893, -1.3193, 1.8464], [1.1098, -1.5306, 2.5306], [-0.9652, 2.2335, 2.5768], [-3.2221, 0.7458, 3.5949], [-3.1276, 2.4638, 3.1437], [-3.8238, 0.0487, 1.4571], [-3.1238, -0.3381, -0.5195], [-1.5533, 1.6959, -1.9385], [-2.3681, 0.2867, -2.6602], [0.1875, -2.1364, -1.0695], [-1.0347, -1.4619, 0.0302], [-1.8030, -3.0523, -5.1571], [-3.2270, -2.4322, -4.3063], [-3.3102, -3.9816, -5.1528]], "smiles": "CCOC(=O)CCCNC(=O)CCNC(=O)c1ccc(OC(C)C)cc1", "homo_lumo_gap_ha": 0.345, "homo_ha": -0.31602, "e_tot_ev": -33377.1098, "total_charge": 0, "lumo_ev": 0.80, "max_force_ev_per_a": 0.7}

=====

No. 2
{"formula": "C5H13NO2", "method": "wB97M-V/def2-TZVPD", "symbols": ["C", "N", "C", "C", "C", "C", "O", "H", "H", "H", "H", "H", "H", "H", "H", "H", "H", "H", "H", "H", "O"], "xyz": [[-0.4098, 0.4716, -0.7121], [0.0282, 0.6980, 0.5756], [-0.8832, 1.7252, 1.2009], [2.3631, 0.0737, 1.4253], [0.7830, -0.2387, 1.5102], [0.4880, -1.6680, 0.9082], [-0.1459, -0.4659, -1.3528], [-1.1602, 1.0874, -1.1303], [-0.6256, 2.1006, 2.2518], [-0.7656, 2.6046, 0.5641], [-1.9518, 1.4416, 1.0112], [2.8853, -0.8476, 0.9861], [2.4312, 0.8931, 0.7709], [2.9743, 0.3844, 2.3179], [0.5487, -0.1950, 2.6306], [-0.7314, -1.6602, 0.9008], [0.6075, -2.4880, 1.5804], [1.0983, -1.6489, -0.0868], [-0.9783, -0.6048, -3.5401], [-2.2155, 0.3323, -2.9317], [-1.8992, -0.5926, -3.0658]], "smiles": "CC(C)N(C)C=O.O", "homo_lumo_gap_ha": 0.363, "homo_ha": -0.33581, "e_tot_ev": -10978.0834, "total_charge": 0, "lumo_ev": 0.73, "max_force_ev_per_a": 4.5}

=====

No. 3
{"formula": "C7H8O3S", "method": "wB97M-V/def2-TZVPD", "symbols": ["C", "C", "C", "C", "C", "C", "C", "H", "H", "H", "H", "H", "H", "H", "H", "O", "O", "O", "S"], "xyz": [[-1.4347, 0.7484, 2.2416], [-0.1815, 0.5927, -0.1048], [-0.7839, -0.4486, -0.8032], [0.0024, -1.4181, -1.4490], [1.4017, -1.2785, -1.4003], [2.0156, -0.3016, -0.6362], [1.1827, 0.5991, 0.0828], [-2.2164, 1.2071, 2.9118], [-0.3948, 0.8463, 2.5481], [-1.5804, -0.3072, 1.9562], [-1.8474, -0.4082, -0.8178], [-0.4164, -2.4181, -1.8071], [1.8658, -2.5997, -2.7013], [3.1221, -0.2771, -0.3552], [1.6413, 1.4060, 0.6478], [-2.6154, 1.5182, 0.0263], [-0.7944, 2.9728, 1.0037], [2.3631, -2.0860, -2.0849], [-1.3293, 1.6524, 0.7416]], "smiles": "CS(=O)(=O)c1ccc(O)cc1", "homo_lumo_gap_ha": 0.372, "homo_ha": -0.35445, "e_tot_ev": -24365.0985, "total_charge": 0, "lumo_ev": 0.48, "max_force_ev_per_a": 2.6}

=====

No. 4
{"formula": "C33H42ClN3O9SbTi", "method": "wB97M-V/def2-TZVPD", "symbols": ["Ti", "O", "C", "O", "C", "O", "O", "C", "O", "C", "C", "C", "C", "C", "C", "N", "C", "N", "C", "C", "C", "C", "C", "C", "O", "C", "N", "C", "C", "C", "C", "C", "C", "O", "C", "H", "H", "H", "H", "H", "H", "H", "H", "H", "H", "H", "H", "H", "H", "H", "H", "H", "H", "H", "H", "H", "H", "C", "C", "Sb", "C", "C", "C", "C", "H", "H", "H", "H", "H", "H", "H", "H", "H", "H", "H", "H", "H", "H", "H", "C", "O", "C", "O", "H", "H", "H", "Cl", "C", "H", "H"], "xyz": [[-0.0161, 0.1802, 0.7663], [-1.1248, -2.9768, 3.0508], [-0.5434, -2.1644, 2.3812], [-0.9357, -0.9229, 2.1696], [0.7976, -2.4638, 1.6549], [1.3185, -3.5544, 1.6990], [1.2276, -1.4167, 1.0123], [-2.3350, -3.5108, -5.9349], [-1.7243, -2.5665, -5.0768], [-0.5329, -2.0481, -5.4780], [0.0538, -2.2941, -6.7041], [1.2903, -1.7243, -7.0112], [1.9289, -0.9356, -6.0776], [1.3416, -0.6924, -4.8348], [0.0967, -1.2258, -4.5261], [-0.5798, -1.0680, -3.3116], [-0.2351, -0.2897, -2.2319], [0.2606, 0.9151, -2.5228], [0.4042, 2.0471, -1.6706], [0.2566, 1.9996, -0.3015], [0.3561, 3.2399, 0.3599], [0.5978, 4.4239, -0.2969], [0.7595, 4.4388, -1.6843], [0.6575, 3.2428, -2.3597], [0.7835, 3.1184, -3.7238], [0.8738, 4.3160, -4.4660], [-0.4753, -0.7066, -1.0088], [-0.9182, -2.0695, -0.8605], [-2.1852, -2.3386, -0.3721], [-2.5983, -3.6491, -0.1605], [-1.7308, -4.6901, -0.4395], [-0.4588, -4.4374, -0.9378], [-0.0500, -3.1315, -1.1631], [1.1719, -2.8063, -1.6294], [2.2335, -3.7015, -1.3123], [-3.2254, -3.8614, -5.4223], [-1.6702, -4.3566, -6.1260], [-2.6198, -3.0535, -6.8856], [-0.4393, -2.9270, -7.4282], [1.7448, -1.9167, -7.9757], [2.8998, -0.5096, -6.2958], [1.8795, -0.1210, -4.0919], [-1.2483, -1.7937, -3.1037], [0.2394, 1.1615, -3.4980], [0.2494, 3.2603, 1.4381], [0.6727, 5.3528, 0.2571], [0.9533, 5.3647, -2.2058], [0.8692, 4.0354, -5.5159], [1.7984, 4.8531, -4.2417], [0.0238, 4.9704, -4.2608], [-2.8308, -1.5018, -0.1363], [-3.5798, -3.8451, 0.2518], [-2.0292, -5.7128, -0.2406], [0.2291, -5.2550, -1.1055], [3.1510, -3.1625, -1.5299], [2.1877, -4.6013, -1.9329], [2.2012, -3.9601, -0.2533], [0.0085, 4.1538, 4.8831], [0.2121, 2.7373, 5.4461], [-0.3752, 1.2210, 3.9892], [-2.2807, 0.7828, 4.9022], [-3.3166, 1.8935, 4.7067], [0.6276, -0.4219, 4.9681], [0.8019, -0.2843, 6.4797], [0.3178, 4.9328, 5.5890], [-1.0415, 4.3391, 4.6330], [0.5827, 4.2976, 3.9628], [-0.3639, 2.5909, 6.3650], [1.2663, 2.5751, 5.6900], [-2.1013, 0.5974, 5.9642], [-2.6059, -0.1545, 4.4453], [-3.0199, 2.8106, 5.2272], [-4.2997, 1.6047, 5.0918], [-3.4402, 2.1428, 3.6485], [1.5912, -0.5522, 4.4697], [0.0231, -1.3008, 4.7385], [1.4131, 0.5793, 6.7503], [1.2867, -1.1740, 6.8937], [-0.1608, -0.1749, 6.9861], [3.6918, 1.3701, 2.6116], [2.2940, 1.1844, 2.3913], [1.9483, 0.8780, 1.0826], [2.8186, 0.8548, 0.2486], [3.8092, 1.5135, 3.6848], [4.0581, 2.2433, 2.0720], [4.2514, 0.4972, 2.2808], [-2.8056, 1.3581, -0.7014], [-1.9690, 1.1824, 0.9417], [-2.6628, 0.5747, 1.5210], [-1.9823, 2.1906, 1.3420]], "homo_lumo_gap_ha": 0.269, "homo_ha": -0.18815, "e_tot_ev": -99977.9526, "total_charge": -1, "lumo_ev": 2.21, "max_force_ev_per_a": 1.0}

=====

No. 5
{"formula": "C4H6Cl2O3", "method": "wB97M-V/def2-TZVPD", "symbols": ["C", "C", "C", "C", "O", "O", "O", "Cl", "Cl", "H", "H", "H", "H", "H", "H"], "xyz": [[0.5633, 0.1023, -1.1443], [-0.7580, -0.0983, -1.1951], [1.6860, -0.7877, -1.1886], [-1.0491, 0.4851, 1.4447], [-0.7174, -0.6449, 1.5927], [-2.2734, 0.8091, 0.9983], [-0.3671, 1.5321, 1.7990], [0.9327, 1.8095, -1.1059], [-1.2703, -1.8021, -0.9059], [2.0418, -1.0911, -0.2310], [2.6447, -0.2827, -1.5368], [1.5788, -1.6918, -1.7704], [-1.2404, -1.4374, 0.6144], [-2.3279, 1.7874, 0.7554], [0.5563, 1.3105, 1.8736]], "homo_lumo_gap_ha": 0.295, "homo_ha": -0.28295, "e_tot_ev": -35428.5620, "total_charge": 0, "lumo_ev": 0.32, "max_force_ev_per_a": 5.0}

=====

No. 6
{"formula": "C6H10O", "method": "wB97M-V/def2-TZVPD", "symbols": ["C", "C", "C", "C", "O", "C", "C", "H", "H", "H", "H", "H", "H", "H", "H", "H", "H"], "xyz": [[-1.1192, -1.3824, -0.1796], [0.3494, -0.9911, -0.2118], [0.8804, -0.1799, -1.4100], [1.5579, 0.8495, -0.5461], [-0.9274, 1.8542, 0.2038], [-0.1912, 1.1848, 1.2157], [0.8412, 0.2098, 0.6420], [-1.3834, -1.8406, 0.7814], [-1.3475, -2.1091, -0.9678], [-1.7585, -0.5048, -0.3270], [0.9776, -1.8706, -0.0274], [1.4387, -0.6288, -2.2397], [0.0576, 0.4112, -1.8574], [-0.3234, 2.4874, -0.2096], [-0.9252, 0.6436, 1.8215], [0.3227, 1.9055, 1.8663], [1.5503, -0.0386, 1.4458]], "homo_lumo_gap_ha": 0.308, "homo_ha": -0.31094, "e_tot_ev": -8427.1223, "total_charge": 0, "lumo_ev": -0.09, "max_force_ev_per_a": 0.4}